[1]
ORCA calculation (ωB97M-V with the def2-TZVPD basis set) on a molecular structure, C35H50N3O5SiY.

Computed properties:
Energy: -2232.04292 Eh
Total charge: -2
LUMO level: 4.476 eV
HOMO: -0.22 eV

Geometry as XYZ:
```
95
C35H50N3O5SiY | OMol25 | ωB97M-V with the def2-TZVPD basis set
Y 0.65 0.00 0.35
O 0.51 2.50 0.62
C -0.04 3.45 1.28
C 0.29 4.80 0.99
C -0.23 5.87 1.70
C -1.12 5.65 2.73
C -1.49 4.35 3.04
C -0.98 3.25 2.35
C -1.40 1.95 2.76
N -1.00 0.81 2.29
N -1.64 -0.26 2.87
C -1.06 -1.43 2.68
O 0.09 -1.61 2.18
C -1.87 -2.59 3.13
C -2.99 -2.45 3.95
C -3.74 -3.56 4.31
C -3.38 -4.82 3.85
C -2.27 -4.96 3.03
C -1.51 -3.86 2.69
H 1.00 4.99 0.19
H 0.07 6.88 1.44
H -1.53 6.48 3.30
H -2.19 4.18 3.85
H -2.12 1.92 3.59
H -3.27 -1.46 4.28
H -4.61 -3.45 4.94
H -3.96 -5.69 4.14
H -2.00 -5.95 2.66
H -0.64 -3.95 2.06
C 2.34 1.81 3.21
O 2.81 1.52 1.92
C 3.45 2.62 1.32
C 4.05 2.20 -0.03
O 3.13 1.79 -1.01
C 2.47 2.83 -1.71
C 1.54 2.17 -2.74
O 0.30 1.80 -2.20
C -0.63 2.84 -2.12
H 3.19 1.97 3.90
H 1.71 2.71 3.21
H 1.74 0.96 3.53
H 2.75 3.45 1.20
H 4.29 2.96 1.96
H 4.66 3.04 -0.41
H 4.68 1.32 0.14
H 1.88 3.44 -1.03
H 3.22 3.46 -2.22
H 1.40 2.83 -3.61
H 2.01 1.23 -3.07
H -0.85 3.25 -3.12
H -1.53 2.41 -1.69
H -0.29 3.66 -1.47
C 4.03 -1.65 -1.36
Si 2.96 -1.55 0.28
C 4.45 -1.39 1.57
C 2.66 -3.47 0.51
H 4.89 -2.32 -1.26
H 4.41 -0.67 -1.65
H 3.42 -2.01 -2.18
H 5.16 -2.22 1.49
H 4.08 -1.38 2.59
H 5.01 -0.47 1.42
H 3.59 -4.06 0.52
H 2.04 -3.86 -0.29
H 2.14 -3.67 1.44
C 0.81 -3.27 -3.35
C 0.44 -1.82 -3.66
C 0.85 -1.45 -5.09
C -1.02 -1.58 -3.37
C -2.00 -1.94 -4.26
C -3.35 -1.76 -3.99
C -3.71 -1.19 -2.78
C -2.77 -0.79 -1.86
C -3.17 -0.20 -0.53
C -4.17 0.96 -0.67
C -3.72 -1.28 0.39
C -1.35 -1.03 -2.07
N -0.45 -0.83 -1.17
H 1.87 -3.46 -3.51
H 0.23 -3.96 -3.96
H 0.57 -3.47 -2.30
H 1.00 -1.18 -2.96
H 0.43 -2.15 -5.81
H 1.94 -1.47 -5.19
H 0.50 -0.45 -5.33
H -1.73 -2.39 -5.22
H -4.11 -2.08 -4.70
H -4.76 -1.06 -2.56
H -2.26 0.20 -0.06
H -5.13 0.61 -1.06
H -3.78 1.71 -1.35
H -4.34 1.42 0.30
H -4.65 -1.70 0.00
H -3.91 -0.88 1.39
H -3.00 -2.09 0.48
```

[2]
ORCA calculation (ωB97M-V with the def2-TZVPD basis set) on a molecular structure, C35H50NOPPt.

Computed properties:
Energy: -1954.32251 Eh
Total charge: -2
LUMO level: 4.450 eV
HOMO: 0.99 eV

Geometry as XYZ:
```
89
C35H50NOPPt | OMol25 | ωB97M-V with the def2-TZVPD basis set
Pt -0.32 0.28 0.24
C 3.13 1.56 -1.31
C 3.16 0.89 0.06
C 4.56 0.41 0.43
P 1.78 -0.33 0.17
C 2.24 -1.52 1.51
C 2.20 -0.84 2.88
C 1.28 -2.71 1.47
C 1.88 -1.34 -1.34
C 3.03 -1.96 -1.81
C 3.05 -2.74 -2.96
C 4.32 -3.37 -3.47
C 1.84 -2.91 -3.63
C 0.66 -2.33 -3.18
C 0.63 -1.53 -2.01
N -0.48 -0.97 -1.50
C -1.70 -1.09 -2.18
C -2.63 -2.05 -1.77
C -2.30 -2.91 -0.59
C -3.85 -2.14 -2.43
C -4.18 -1.30 -3.48
C -5.53 -1.38 -4.15
C -3.24 -0.35 -3.87
C -2.01 -0.23 -3.23
C -1.03 0.84 -3.61
H 3.75 2.47 -1.30
H 2.11 1.85 -1.57
H 3.50 0.90 -2.09
H 2.86 1.62 0.81
H 4.96 -0.32 -0.28
H 4.59 -0.02 1.43
H 5.24 1.27 0.43
H 3.25 -1.88 1.29
H 1.20 -0.45 3.08
H 2.87 0.01 2.97
H 2.45 -1.57 3.66
H 0.26 -2.37 1.66
H 1.56 -3.43 2.25
H 1.29 -3.21 0.50
H 3.96 -1.82 -1.26
H 5.11 -3.33 -2.71
H 4.71 -2.86 -4.36
H 4.18 -4.42 -3.73
H 1.81 -3.52 -4.53
H -0.26 -2.50 -3.72
H -2.13 -2.27 0.28
H -1.39 -3.48 -0.76
H -3.12 -3.61 -0.37
H -4.57 -2.88 -2.09
H -5.90 -2.40 -4.17
H -5.49 -1.00 -5.17
H -6.27 -0.78 -3.60
H -3.49 0.34 -4.68
H -1.45 1.51 -4.37
H -0.10 0.41 -4.00
H -0.76 1.42 -2.73
C -1.65 3.60 2.74
C -0.45 2.97 2.07
C 0.05 3.81 0.93
C -0.33 1.46 1.94
C 0.60 2.23 2.91
C 0.35 1.95 4.36
C 1.35 1.81 5.28
C 2.72 2.03 4.99
C 2.98 2.53 3.70
C 2.03 2.64 2.72
H -2.47 3.74 2.03
H -1.39 4.59 3.15
H -2.02 2.99 3.57
H -0.78 4.10 0.28
H 0.76 3.26 0.30
H 0.55 4.72 1.28
H -1.09 1.00 2.58
H -0.67 1.74 4.67
H 1.07 1.52 6.29
H 3.49 1.96 5.75
H 3.99 2.87 3.46
H 2.32 3.14 1.80
C -3.65 -0.34 2.03
C -3.31 0.78 1.04
C -4.56 1.20 0.27
O -2.36 0.36 0.13
H -4.42 -0.02 2.75
H -2.76 -0.65 2.58
H -4.03 -1.20 1.47
H -2.97 1.65 1.62
H -4.94 0.35 -0.30
H -4.30 1.99 -0.44
H -5.35 1.57 0.94
```